[1]
ORCA calculation (wB97M-V/def2-TZVPD) on a cluster of 6 separate species, H12O6 in total.

The geometry in XYZ format:
```
18
H12O6 wB97M-V/def2-TZVPD
O -2.178 -0.667 2.030
H -2.502 -0.282 1.202
H -2.293 -1.596 1.876
O 0.351 0.733 -0.381
H 1.220 0.861 -0.058
H -0.047 0.252 0.309
O 0.147 0.289 -3.252
H 0.511 0.310 -2.370
H 0.827 -0.054 -3.792
O 0.432 -0.065 2.391
H 0.902 -0.769 1.992
H -0.462 -0.234 2.365
O -2.463 -0.448 -0.732
H -3.284 -0.136 -1.111
H -1.801 0.247 -0.876
O 3.184 0.619 0.117
H 3.884 1.197 0.228
H 3.568 -0.249 0.061
```

Results
spin multiplicity	1
LUMO level	0.38	eV
calculated total energy	-458.62786	Eh
ΔE to the lowest compared entry with this formula, charge and spin	1.214	eV
SMILES string	O.O.O.O.O.O
total charge	0
Kohn-Sham gap	11.3	eV
HOMO	-10.929	eV

---

[2]
ORCA calculation (wB97M-V/def2-TZVPD) on a structure of composition C28H24IrN6O4.

The geometry in XYZ format:
```
63
C28H24IrN6O4 wB97M-V/def2-TZVPD
Ir 0.145 -0.155 -0.338
C 1.755 3.256 -2.459
C 0.608 3.906 -2.884
C -0.617 3.563 -2.327
C -0.661 2.557 -1.382
N 0.456 1.889 -1.024
C 1.640 2.239 -1.527
C -1.855 2.117 -0.667
C -3.097 2.722 -0.663
C -4.087 2.180 0.148
C -3.801 1.096 0.963
C -2.525 0.560 0.918
N -1.609 1.056 0.097
C -1.985 -0.487 1.776
C -2.730 -1.245 2.654
C -2.085 -2.168 3.464
C -0.708 -2.279 3.397
C -0.023 -1.512 2.473
N -0.646 -0.652 1.662
H 2.730 3.515 -2.848
H 0.663 4.676 -3.642
H -1.521 4.065 -2.639
H 2.498 1.690 -1.161
H -3.289 3.606 -1.254
H -5.074 2.623 0.166
H -4.550 0.692 1.628
H -3.804 -1.145 2.691
H -2.659 -2.788 4.139
H -0.166 -2.965 4.032
H 1.054 -1.564 2.390
O 4.073 -1.349 -0.164
C 2.879 -1.293 -0.153
O 2.139 -0.196 -0.120
C 2.040 -2.519 -0.196
C 2.519 -3.808 -0.242
C 1.596 -4.847 -0.315
C 0.236 -4.556 -0.335
C -0.152 -3.232 -0.296
N 0.740 -2.245 -0.226
C -1.578 -2.764 -0.317
O -2.460 -3.504 0.050
O -1.670 -1.537 -0.722
H 3.585 -3.983 -0.222
H 1.933 -5.874 -0.360
H -0.521 -5.326 -0.374
N 0.218 -0.312 -2.368
C 0.086 -0.281 -3.517
N -0.029 -0.244 -4.800
C -0.205 1.028 -5.531
C -1.456 0.942 -6.393
C -1.372 -0.269 -7.323
C -1.203 -1.557 -6.514
C 0.027 -1.477 -5.621
H 0.673 1.178 -6.164
H -0.260 1.844 -4.812
H -1.545 1.865 -6.967
H -2.335 0.854 -5.748
H -0.532 -0.148 -8.013
H -2.278 -0.333 -7.923
H -1.085 -2.413 -7.178
H -2.090 -1.726 -5.898
H 0.932 -1.432 -6.231
H 0.097 -2.337 -4.958
```

Results
spin multiplicity	2
LUMO level (spin up / spin down)	-6.98 / -7.43	eV
calculated total energy	-1814.73079	Eh
ΔE to the lowest compared entry with this formula, charge and spin	1.521	eV
total charge	+2
expectation value of S²	0.76
Kohn-Sham gap (spin up / spin down)	7.7 / 7.6	eV
HOMO (spin up / spin down)	-14.646 / -14.987	eV

---

[3]
ORCA calculation (wB97M-V/def2-TZVPD) on the ion C4H13N2O with charge +1.

The geometry in XYZ format:
```
20
C4H13N2O wB97M-V/def2-TZVPD
C -1.082 -0.009 -1.634
O -2.339 0.502 -1.216
C 0.027 0.257 -0.596
C 0.678 -1.034 -0.099
C 1.918 -0.785 0.755
N 1.527 -0.063 2.002
N -0.648 0.927 0.587
H -1.163 -1.076 -1.834
H -0.824 0.469 -2.585
H -2.609 1.193 -1.826
H 0.717 1.054 -0.888
H -0.033 -1.621 0.481
H 0.934 -1.573 -1.007
H 2.476 -1.646 1.104
H 2.520 -0.051 0.210
H -0.071 1.026 1.434
H 0.874 -0.700 2.469
H 2.307 -0.083 2.648
H -0.953 1.871 0.345
H -1.512 0.448 0.823
```

Results
spin multiplicity	1
LUMO level	-3.12	eV
calculated total energy	-344.70889	Eh
ΔE to the lowest compared entry with this formula, charge and spin	1.577	eV
SMILES string	NCC[C@H]([NH3+])CO
total charge	+1
Kohn-Sham gap	11.0	eV
HOMO	-14.135	eV